(1)
{
  "formula": "C8H19N2",
  "method": "ωB97M-V/def2-TZVPD",
  "elements": ["C", "C", "C", "C", "C", "C", "C", "C", "N", "N", "H", "H", "H", "H", "H", "H", "H", "H", "H", "H", "H", "H", "H", "H", "H", "H", "H", "H", "H"],
  "positions_angstrom": [[2.159149, -1.961945, -1.577287], [0.725999, -1.653471, -2.124864], [-0.450532, -0.599337, 1.119654], [-2.113267, 1.293164, 1.535645], [1.636735, 1.237281, 0.613600], [0.293033, 3.145749, 1.066714], [-0.472883, -2.161865, -1.895459], [-0.687062, 0.864986, 1.187263], [0.281892, 1.723089, 1.099736], [-1.690986, -1.683687, -2.374721], [2.264277, -3.000062, -1.349637], [2.151316, -1.457062, -0.542994], [0.697134, -0.888080, -2.856406], [-0.522723, -1.021214, 0.145406], [-1.232673, -1.038614, 1.697162], [0.555051, -0.765278, 1.579118], [-2.681155, 0.544824, 1.051641], [-2.330910, 2.327532, 1.464173], [-2.249877, 1.170511, 2.630776], [2.090197, 2.185814, 0.260833], [2.229531, 0.812739, 1.435811], [1.610425, 0.551072, -0.266433], [-0.672945, 3.499721, 1.310815], [0.930668, 3.564988, 1.856884], [0.575865, 3.377422, 0.095670], [-0.436830, -2.993381, -1.240864], [-1.634242, -0.985880, -3.047937], [2.989355, -1.658834, -2.192394], [-2.230019, -2.486949, -2.622478]],
  "forces_ev_per_a": [[-2.71, 0.76, 1.96], [1.64, 0.44, -0.70], [1.31, 1.07, 1.33], [2.28, -0.65, 1.54], [0.21, 0.71, -0.40], [-1.11, 0.38, 2.31], [1.47, 0.16, 0.22], [-0.97, 1.61, 0.92], [1.55, -3.07, -1.29], [0.28, -1.78, 2.10], [0.10, -0.83, 0.05], [0.74, -0.55, -1.42], [0.30, 1.09, -0.72], [0.21, -0.09, -1.06], [-0.34, -0.58, 0.58], [-0.88, -0.43, -0.49], [-1.41, -0.10, -0.62], [-0.44, 0.78, -1.10], [0.24, -0.55, -0.40], [0.29, -0.99, 0.30], [-0.26, 0.15, -0.27], [-0.44, 0.41, 0.91], [-1.06, 0.60, -0.11], [0.29, -0.30, -0.51], [0.50, 1.17, -1.56], [-0.98, -1.01, 0.65], [0.11, 1.14, -1.52], [-0.05, 0.40, -0.23], [-0.86, 0.06, -0.47]],
  "lowdin_charge": [-0.07, -0.18, 0.02, 0.04, 0.02, 0.00, -0.28, -0.21, -0.10, 0.07, 0.06, 0.06, 0.08, 0.06, 0.10, 0.12, 0.09, 0.07, 0.13, 0.10, 0.12, 0.09, 0.08, 0.14, 0.09, 0.11, 0.06, 0.07, 0.08],
  "e_above_lowest_kj_mol": 168.3,
  "lumo_energy_ev": -3.569,
  "charge": 1,
  "e_homo_ev": -11.258
}

***

(2)
{
  "formula": "C8H19N2O",
  "method": "ωB97M-V/def2-TZVPD",
  "elements": ["C", "C", "C", "C", "C", "C", "C", "C", "N", "N", "O", "H", "H", "H", "H", "H", "H", "H", "H", "H", "H", "H", "H", "H", "H", "H", "H", "H", "H", "H"],
  "positions_angstrom": [[-2.143631, 2.081105, -0.704688], [-1.466232, 0.944303, -0.728838], [1.518168, 2.184534, -0.499632], [0.803918, 1.120307, 1.493942], [1.718508, -2.372845, 0.736373], [0.360035, -2.204990, -1.371444], [-2.526707, -0.137729, 1.059342], [1.337536, -0.136325, -0.453306], [1.193668, 0.965012, 0.314384], [0.824127, -1.489991, -0.121322], [-1.554908, -0.160532, 0.062544], [-2.799012, 2.405112, 0.153712], [-2.063651, 2.858889, -1.362419], [0.622886, 2.766560, -0.620654], [2.203513, 2.718696, 0.087573], [2.049688, 1.785762, -1.392210], [-0.796796, 0.787552, -1.524155], [0.455721, 0.235711, 1.983247], [0.383134, 1.982213, 1.963987], [1.035103, -2.996622, 1.322663], [2.335128, -2.940556, 0.119214], [2.329781, -1.932767, 1.509780], [-0.206125, -3.101313, -1.161516], [-0.250089, -1.512251, -1.988528], [1.301322, -2.365874, -1.879599], [-3.632353, 0.157496, 0.703059], [-2.204827, 0.655805, 1.745598], [-2.483714, -1.202720, 1.505940], [1.698853, 0.042243, -1.457829], [-0.043036, -1.136782, 0.504780]],
  "forces_ev_per_a": [[-1.42, -0.91, 3.94], [-0.93, 0.58, -0.59], [0.57, -1.52, -0.21], [-2.01, -1.01, 3.48], [-1.94, 0.09, 1.09], [0.18, 1.47, -0.04], [-2.14, -0.49, 1.03], [0.81, -0.61, -0.93], [0.97, -0.11, -3.95], [-1.42, 2.65, 2.70], [0.07, 0.14, -1.16], [0.52, -0.86, -0.91], [0.73, 1.41, -2.06], [-0.32, -0.01, -0.51], [1.00, 0.96, 0.67], [-0.76, 1.04, 0.44], [0.75, -0.43, -0.85], [0.20, -0.68, 0.52], [0.58, 1.01, -0.45], [0.11, -0.34, -0.45], [0.92, -0.99, -1.13], [0.03, 1.19, -0.28], [0.20, -0.19, 0.27], [0.35, -0.42, 0.65], [-0.06, -0.55, -0.42], [2.51, -0.91, 0.42], [-0.43, -0.42, 0.50], [-0.42, 1.97, -0.40], [-0.14, -0.59, 0.33], [1.50, -1.46, -1.71]],
  "lowdin_charge": [0.06, -0.26, 0.05, 0.02, 0.02, 0.03, -0.09, -0.15, -0.23, -0.17, -0.23, 0.09, 0.04, 0.09, 0.09, 0.11, 0.10, 0.08, 0.10, 0.11, 0.07, 0.10, 0.11, 0.11, 0.10, 0.15, 0.09, 0.13, 0.12, 0.18],
  "e_above_lowest_kj_mol": 472.5,
  "lumo_energy_ev": -2.626,
  "charge": 1,
  "e_homo_ev": -11.285
}

***

(3)
{
  "formula": "C8H19N2O4S2",
  "method": "ωB97M-V/def2-TZVPD",
  "elements": ["N", "C", "C", "C", "N", "C", "O", "O", "H", "H", "H", "H", "H", "H", "H", "C", "S", "O", "C", "H", "H", "H", "H", "H", "H", "C", "S", "O", "C", "H", "H", "H", "H", "H", "H"],
  "positions_angstrom": [[-2.928006, -0.293286, -2.941976], [-2.124319, -0.299225, -1.963332], [-2.252214, 0.513637, -0.720428], [-2.469274, -0.345757, 0.533312], [-3.832937, -0.300172, 1.070321], [-1.486249, 0.112124, 1.629389], [-0.600957, -0.718340, 1.978779], [-1.615242, 1.265994, 2.051289], [-3.679876, 0.369779, -2.745054], [-1.242610, -0.934622, -2.030150], [-3.111572, 1.166007, -0.869653], [-1.392014, 1.142244, -0.560651], [-2.205823, -1.374656, 0.310400], [-4.402686, -1.023639, 0.658852], [-4.231138, 0.612727, 0.917744], [2.166882, -4.165978, -0.866527], [0.893951, -2.891915, -0.926065], [1.118072, -2.111235, -2.171083], [1.521107, -1.919353, 0.442901], [1.980531, -4.867859, -1.677423], [3.149347, -3.710097, -0.994345], [2.110507, -4.688448, 0.088617], [2.545183, -1.608509, 0.226058], [1.481822, -2.511469, 1.356325], [0.880959, -1.046359, 0.560434], [1.379322, 2.152403, 1.570990], [1.128663, 3.094140, 0.063584], [1.191279, 2.140361, -1.072663], [2.711276, 3.956380, 0.116073], [0.510789, 1.502257, 1.712361], [2.284957, 1.550689, 1.478498], [1.457671, 2.836955, 2.415849], [3.525727, 3.231064, 0.120014], [2.753037, 4.581290, 1.008604], [2.783837, 4.582865, -0.771045]],
  "forces_ev_per_a": [[-0.15, -0.16, -0.23], [0.34, 0.20, 0.08], [-0.53, -0.10, -0.22], [0.18, 0.06, 0.51], [0.27, -0.41, -0.02], [0.46, -0.92, 0.20], [-0.29, 0.13, -0.17], [-0.29, 1.02, 0.13], [-0.07, 0.03, -0.02], [0.05, -0.18, -0.07], [-0.11, 0.27, 0.16], [0.49, 0.23, -0.19], [-0.14, -0.28, 0.01], [-0.21, 0.17, -0.20], [-0.18, 0.05, 0.05], [0.12, -0.09, -0.04], [-0.10, 0.09, 0.34], [0.11, -0.05, -0.14], [0.33, 0.08, -0.23], [-0.04, 0.02, -0.02], [-0.03, 0.06, 0.00], [-0.03, 0.02, 0.01], [0.03, -0.10, -0.13], [-0.15, 0.05, 0.02], [-0.07, -0.19, 0.10], [-0.01, -0.18, -0.06], [-0.13, 0.00, 0.40], [0.11, -0.05, -0.13], [0.14, 0.05, -0.06], [-0.01, 0.15, 0.07], [0.05, 0.06, -0.10], [-0.06, 0.04, -0.01], [-0.04, -0.04, 0.00], [-0.03, -0.01, 0.01], [-0.03, -0.01, -0.03]],
  "lowdin_charge": [0.07, -0.25, -0.13, -0.32, 0.05, -0.71, -0.09, -0.05, 0.02, 0.09, 0.10, 0.09, 0.13, 0.05, 0.06, -0.29, 0.79, -0.56, -0.27, 0.04, 0.05, 0.05, 0.06, 0.06, 0.02, -0.26, 0.79, -0.55, -0.29, 0.01, 0.06, 0.06, 0.05, 0.04, 0.04],
  "lumo_energy_ev": 2.847,
  "charge": -1,
  "e_homo_ev": -4.667
}

***

(4)
{
  "formula": "C8H19N3",
  "method": "ωB97M-V/def2-TZVPD",
  "elements": ["C", "C", "C", "C", "C", "C", "C", "C", "N", "N", "N", "H", "H", "H", "H", "H", "H", "H", "H", "H", "H", "H", "H", "H", "H", "H", "H", "H", "H", "H"],
  "positions_angstrom": [[10.850322, -0.738971, 1.757310], [-10.894000, -0.286597, -0.224262], [-10.315128, 1.977656, -0.597491], [-9.955113, 0.837049, 1.662554], [-11.055164, -2.662692, -1.042224], [10.962804, -1.221537, -1.262131], [11.452200, 1.078582, -0.610951], [-10.821501, 0.977862, 0.374504], [-10.889004, -1.397800, -0.546181], [11.820172, -0.772226, 0.988375], [11.815571, -0.341450, -0.448694], [9.871859, -0.259355, 1.604457], [11.195145, -1.197155, 2.733730], [-9.251442, 1.721829, -0.863366], [-10.843148, 1.997939, -1.607545], [-10.193677, 3.019573, -0.129780], [-8.945326, 1.072048, 1.300711], [-10.047206, 1.699987, 2.410468], [-10.254698, -0.059856, 2.174716], [-10.118019, -3.076648, -1.623207], [-11.872822, -2.575934, -1.832434], [-11.512713, -3.415175, -0.346911], [10.696685, -0.583695, -2.132383], [11.630418, -2.116752, -1.499214], [10.089095, -1.431821, -0.707849], [10.303797, 1.207489, -0.664478], [11.903894, 1.714253, 0.203572], [11.993573, 1.415032, -1.491920], [-11.846674, 1.247961, 0.563992], [12.800572, -0.378031, -0.740585]],
  "forces_ev_per_a": [[-0.60, 0.33, 1.42], [0.17, -3.91, -0.69], [2.29, 2.13, -2.02], [-0.18, 2.63, 0.22], [-0.75, -3.30, -3.28], [1.98, -0.32, -1.83], [-0.93, 1.77, 0.70], [-0.41, 1.30, 1.27], [0.17, 3.48, 1.23], [2.99, -0.97, -1.82], [-0.67, 1.10, 2.12], [0.16, -0.44, 0.05], [-1.12, 0.73, -0.88], [-0.84, 0.12, 0.19], [0.32, 0.22, 1.59], [-0.73, -1.53, -0.72], [0.19, -1.40, 0.42], [-0.73, -1.03, -1.21], [0.85, -0.50, 0.25], [-1.70, 0.93, 1.57], [1.06, -0.07, 0.73], [0.98, 0.94, -0.09], [0.19, -1.04, 0.15], [-1.56, 0.98, 0.07], [-0.84, -0.52, 0.50], [2.07, -0.16, 0.01], [-0.69, -0.96, -0.51], [-0.63, 0.09, -0.44], [-0.72, -0.02, 0.56], [-0.34, -0.59, 0.45]],
  "lowdin_charge": [0.02, 0.10, -0.07, -0.01, -0.04, 0.02, -0.02, -0.40, 0.16, 0.04, -0.21, 0.11, 0.13, 0.10, 0.12, 0.13, 0.09, 0.13, 0.08, 0.16, 0.14, 0.13, 0.12, 0.15, 0.08, 0.14, 0.13, 0.11, 0.16, 0.19],
  "e_above_lowest_kj_mol": 63.4,
  "lumo_energy_ev": -4.447,
  "charge": 2,
  "e_homo_ev": -16.075
}